# 1
This record from the OMol25 dataset describes C3H5N3 as an isolated structure at a distorted geometry. The level of theory is ωB97M-V/def2-TZVPD.

Each line ends with the natural charge from an NBO analysis.
Geometry (Å):
N1 1.20 -0.95 1.42  -0.88
C1 0.53 0.12 -0.89  -0.06
C2 -1.08 -0.12 0.68  -0.06
H1 2.14 -1.00 1.01  0.32
H2 1.40 0.22 -1.50  0.23
H3 -1.68 -0.52 1.48  0.24
N2 -1.68 0.40 -0.41  -0.26
C3 0.39 -0.35 0.49  -0.09
H4 0.28 0.79 1.21  0.42
N3 -0.69 0.51 -1.31  -0.27
H5 -0.92 0.96 -2.18  0.42

Properties
Energy relative to the best compared isomer or geometry (same formula, charge and spin): 4.999 eV
Largest force on an atom: 0.0427 Eh/bohr
HOMO energy (alpha / beta): -0.259 / -0.259 Eh
Total energy: -7657.4561 eV

# 2
This record from the OMol25 dataset describes C36H30As2CuF12N6O12 as an isolated structure at a distorted geometry. The level of theory is ωB97M-V/def2-TZVPD.

Each line ends with the Mulliken charge.
Geometry (Å):
H1 -4.60 0.79 2.77  0.38
C1 6.65 4.15 -1.55  -0.32
C2 3.89 -4.57 2.55  -0.36
H2 6.52 5.48 -3.17  0.38
C3 -4.55 1.43 1.90  -0.04
H3 -6.86 -1.98 -3.14  0.36
F1 1.09 0.16 -4.13  -0.51
O1 3.07 -0.98 0.77  -0.63
C4 2.40 -2.79 1.99  -0.17
F2 0.18 2.75 -4.00  -0.48
H4 -0.26 -1.07 5.03  0.48
H5 1.33 -0.82 6.97  0.38
H6 -0.34 -6.16 -0.08  0.45
F3 -0.82 5.58 -2.09  -0.49
As1 1.52 -1.32 -3.12  1.91
N1 -2.18 1.92 2.48  1.00
C5 -1.76 -5.14 1.14  -0.67
N2 2.09 2.11 2.52  0.81
C6 6.04 4.63 -2.70  -0.62
C7 -5.55 2.37 0.01  -0.30
H7 -4.34 3.64 -1.21  0.43
F4 -0.16 -1.79 -3.35  -0.48
F5 1.97 -2.12 -4.64  -0.52
H8 4.89 -4.98 2.59  0.41
H9 -6.42 2.41 -0.63  0.36
H10 -3.18 -1.22 -5.15  0.47
C8 6.10 3.18 -0.73  -0.75
H11 -6.56 1.04 1.35  0.42
C9 4.90 2.58 -1.09  -0.15
O2 2.71 3.16 2.67  -0.59
C10 1.39 -3.44 2.70  0.19
F6 1.85 -2.76 -2.13  -0.47
O3 -2.00 -0.53 0.71  -0.04
H12 3.55 2.05 4.78  0.48
C11 -2.14 -2.85 0.55  -0.48
N3 2.96 2.32 -2.66  0.74
H13 3.19 0.55 6.84  0.40
O4 -1.06 1.97 1.92  -0.64
C12 0.82 0.37 3.82  1.06
C13 1.58 -4.76 3.18  -0.85
H14 7.51 4.73 -1.25  0.31
O5 -1.63 0.66 -2.25  -0.16
C14 -3.36 2.17 1.69  -0.22
C15 4.24 3.04 -2.31  0.11
C16 -0.78 -5.19 0.10  -0.65
Cu1 0.18 0.91 -0.11  1.97
As2 -0.35 4.15 -2.99  1.94
F7 -2.07 3.65 -3.31  -0.53
C17 -5.94 -1.42 -3.18  -0.81
O6 -2.35 1.58 3.65  -0.65
F8 3.16 -0.71 -2.94  -0.47
F9 1.41 4.60 -2.80  -0.57
H15 -2.96 -3.88 2.28  0.44
C18 1.45 -0.31 6.03  -0.42
H16 -1.92 -6.09 1.64  0.46
C19 -4.39 3.02 -0.33  -0.70
O7 0.98 -1.12 1.22  -0.39
C20 0.62 -0.45 4.94  -1.14
C21 4.83 4.02 -3.07  -0.41
H17 0.18 -4.28 -1.47  0.49
H18 -2.41 3.56 0.35  0.46
C22 -5.07 -1.62 -4.30  -0.45
C23 -3.43 -0.17 -3.28  -0.56
C24 2.84 -5.33 3.12  -0.50
C25 -0.46 -4.06 -0.63  -0.82
H19 0.12 0.12 3.04  0.25
H20 -3.92 0.55 -1.35  0.21
C26 -5.43 -0.72 -2.09  -0.37
F10 -0.23 5.10 -4.47  -0.52
H21 -1.04 -2.03 -1.06  0.28
O8 1.70 1.78 1.40  -0.45
O9 2.63 2.28 -3.82  -0.47
H22 -5.34 -2.29 -5.10  0.39
N4 2.11 -1.59 1.23  1.08
F11 1.06 -0.56 -1.51  -0.21
O10 2.29 1.93 -1.72  -0.22
H23 3.07 -6.24 3.65  0.38
C27 1.88 1.28 3.75  -0.23
C28 -5.63 1.55 1.11  -0.69
H24 4.60 1.83 -0.37  0.43
C29 2.76 1.30 4.78  -0.63
C30 -1.21 -2.88 -0.41  0.76
F12 -0.19 3.12 -1.50  -0.61
N5 -2.11 0.41 -3.35  1.00
H25 -6.12 -0.67 -1.26  0.42
O11 -1.53 0.71 -4.41  -0.44
H26 6.63 2.91 0.17  0.37
C31 3.67 -3.42 1.89  -0.77
C32 2.52 0.52 5.99  -0.63
N6 -2.73 -1.52 0.81  0.98
H27 0.72 -5.36 3.42  0.41
C33 -3.87 -0.97 -4.36  -0.72
H28 4.46 -2.82 1.45  0.45
C34 -3.28 2.94 0.54  -0.09
O12 -3.89 -1.49 1.28  -0.59
C35 -4.27 -0.04 -2.18  0.72
H29 4.40 4.29 -4.02  0.46
C36 -2.41 -3.93 1.35  -0.67
H30 0.42 -2.97 2.69  0.46

Properties
Energy relative to the best compared isomer or geometry (same formula, charge and spin): 2.254 eV
Largest force on an atom: 0.0689 Eh/bohr
HOMO energy: -0.252 Eh
Total energy: -270246.1216 eV
Charge: -1

# 3
This record from the OMol25 dataset describes C45H39BrN4O2PSc as an isolated structure. The level of theory is ωB97M-V/def2-TZVPD.

Each line ends with the Mulliken charge.
Geometry (Å):
C1 -1.82 4.25 -2.01  -1.06
C2 2.61 -0.02 1.94  0.24
C3 3.77 1.52 -2.40  -0.22
C4 0.23 5.09 -2.93  -0.90
Br1 3.42 -6.16 2.93  -0.10
H1 2.17 2.75 0.34  0.36
C5 0.61 -1.58 -4.70  -0.79
H2 0.44 -1.45 -2.57  -0.03
C6 0.48 -2.80 2.05  0.08
C7 4.24 -4.54 3.47  -0.18
H3 -5.13 0.39 2.15  0.38
C8 4.12 0.28 3.80  0.02
C9 5.35 -2.13 4.18  0.05
H4 0.86 -1.40 -6.82  0.42
H5 -3.70 2.55 2.28  0.40
H6 1.43 1.00 -6.74  0.45
C10 1.55 0.52 2.72  -0.13
O1 -3.36 2.38 -1.05  -0.44
H7 2.94 -1.19 -1.11  0.31
C11 -0.50 -2.87 -0.55  -0.58
H8 1.00 1.38 4.59  0.63
N1 2.27 -0.43 0.68  1.84
H9 1.49 2.18 -4.59  0.45
H10 0.86 -2.79 3.07  0.46
C12 6.08 -3.03 3.41  -0.27
C13 1.21 0.46 -5.82  -0.83
C14 2.72 1.81 -1.53  0.49
H11 1.43 -3.65 -1.09  0.51
C15 -1.11 5.27 -2.62  -0.90
H12 4.46 3.47 0.86  0.50
C16 3.91 -0.10 2.44  0.45
C17 0.65 -0.91 -3.49  -0.31
H13 -2.86 4.42 -1.76  0.55
C18 0.80 -3.28 -0.29  -0.45
P1 1.02 1.26 -1.81  1.99
H14 7.09 -2.77 3.11  0.50
H15 5.32 -1.27 -0.42  0.58
C19 -2.79 1.96 2.37  -1.80
C20 5.51 -4.23 3.02  -0.52
C21 0.90 -0.89 -5.87  -0.67
C22 -4.22 -0.13 2.43  -1.71
H16 3.57 -1.82 5.36  0.56
H17 6.31 2.97 -0.70  0.46
C23 0.84 3.88 -2.63  -1.00
H18 -4.80 0.91 -1.00  0.28
H19 -2.37 -2.24 0.30  0.79
C24 0.97 0.44 -3.43  0.33
H20 -2.11 -0.04 2.13  -0.75
C25 3.23 -0.87 -0.11  -0.70
C26 3.55 -3.70 4.33  -0.42
H21 -1.48 -2.11 2.61  0.46
C27 3.10 0.84 4.52  -0.64
H22 0.36 -2.63 -4.74  0.47
C28 -2.98 0.54 1.83  1.79
C29 -4.13 1.41 -0.31  -0.64
C30 -3.06 0.50 0.30  -0.15
C31 -1.22 3.03 -1.70  -0.06
H23 -1.60 6.21 -2.85  0.44
H24 2.60 -4.00 4.74  0.59
N2 5.43 0.19 4.38  -0.51
C32 1.80 0.95 4.00  -0.60
H25 -3.24 -0.52 -0.03  0.50
C33 1.28 -3.26 1.02  -0.16
H26 2.29 -3.60 1.23  0.40
C34 4.57 -0.93 0.28  -1.54
H27 1.89 3.75 -2.85  0.54
H28 -2.54 1.91 3.43  0.47
N3 6.00 -0.89 4.49  -0.40
H29 -0.92 -2.97 -1.55  0.56
H30 3.30 1.18 5.54  0.50
C35 4.10 -2.48 4.68  -0.13
C36 -0.83 -2.40 1.79  -1.00
H31 5.95 -0.57 1.87  0.81
C37 0.13 2.83 -2.03  1.07
N4 -1.79 0.98 -0.33  0.64
H32 6.06 -4.92 2.40  0.48
H33 0.80 5.88 -3.39  0.50
H34 -1.98 2.48 1.87  0.25
C38 5.06 1.94 -2.10  -0.92
C39 -2.08 2.05 -1.01  0.42
Sc1 0.05 -0.08 0.38  0.02
C40 2.98 2.51 -0.35  -0.41
C41 1.25 1.13 -4.61  -0.30
H35 3.59 0.97 -3.31  0.46
C42 4.91 -0.55 1.56  -0.65
O2 0.35 0.58 2.12  -0.02
H36 -4.17 -0.13 3.52  0.46
H37 -4.31 -1.17 2.09  0.41
H38 5.87 1.72 -2.78  0.47
H39 -4.71 1.96 0.43  0.37
C43 4.27 2.92 -0.05  -0.85
C44 -1.33 -2.44 0.49  -0.76
C45 5.31 2.64 -0.93  -0.65

Properties
Energy relative to the best compared isomer or geometry (same formula, charge and spin): 0.127 eV
Largest force on an atom: 0.0144 Eh/bohr
HOMO energy: -0.467 Eh
Total energy: -157375.1775 eV
Charge: +2

# 4
This record from the OMol25 dataset describes C5H7NOS as an isolated structure at a distorted geometry. The level of theory is ωB97M-V/def2-TZVPD.

Each line ends with the natural charge from an NBO analysis.
Geometry (Å):
S1 0.74 -2.93 0.88  0.08
H1 1.14 1.72 0.15  0.36
H2 -0.55 -0.49 -1.72  0.18
H3 2.01 -0.59 -0.51  0.23
N1 0.92 0.90 0.87  -0.57
H4 -1.84 -1.15 0.26  0.25
C1 0.01 0.22 -1.03  0.08
C2 0.28 -1.40 0.63  -0.04
C3 -0.58 0.72 0.41  -0.10
O1 0.54 1.18 -1.81  -0.70
H5 -1.25 -0.75 2.07  0.26
C4 1.04 -0.29 -0.04  -0.19
C5 -1.03 -0.80 0.94  -0.51
H6 -0.20 2.11 -1.86  0.47
H7 -1.23 1.55 0.77  0.22

Properties
Energy relative to the best compared isomer or geometry (same formula, charge and spin): 4.501 eV
Largest force on an atom: 0.1382 Eh/bohr
HOMO energy: -0.316 Eh
Total energy: -19667.1017 eV

# 5
This record from the OMol25 dataset describes C12H10BCoF4N3O as an isolated structure. The level of theory is ωB97M-V/def2-TZVPD.

Each line ends with the Mulliken spin population.
Geometry (Å):
F1 -2.92 -2.57 -0.39  0.00
C1 1.42 1.92 -0.61  0.00
C2 1.81 0.83 -1.58  -0.01
B1 -1.82 -2.19 -1.12  -0.02
H1 2.52 -2.10 -3.93  0.00
N1 -1.10 -0.15 1.66  -0.01
H2 2.28 2.32 -0.08  0.00
F2 -1.61 -2.91 -2.27  0.00
N2 1.13 -0.32 -1.47  0.00
F3 -0.61 -2.30 -0.26  0.00
H3 -3.34 -1.30 3.84  0.00
Co1 -0.19 -0.34 -0.06  1.04
O1 0.60 2.94 1.94  0.01
C3 -1.44 1.46 3.38  0.00
C4 2.79 0.98 -2.55  0.00
C5 -2.36 0.61 3.98  0.00
H4 0.79 -2.23 -2.15  0.00
C6 -1.98 -0.97 2.24  0.00
H5 3.33 1.92 -2.63  0.00
C7 -0.84 1.04 2.22  -0.01
H6 -1.18 2.43 3.78  0.00
H7 -2.87 0.91 4.89  0.00
F4 -1.84 -0.78 -1.38  0.02
C8 2.35 -1.26 -3.28  0.00
C9 3.06 -0.07 -3.41  0.00
C10 0.17 1.90 1.47  0.01
C11 1.39 -1.34 -2.30  0.00
H8 3.82 0.02 -4.17  0.00
N3 0.45 1.34 0.29  -0.03
H9 1.00 2.75 -1.19  0.00
C12 -2.63 -0.62 3.40  0.00
H10 -2.16 -1.92 1.74  0.00

Properties
Energy relative to the best compared isomer or geometry (same formula, charge and spin): 0.000 eV
<S²>: 0.776
Largest force on an atom: 0.0184 Eh/bohr
HOMO energy (alpha / beta): -0.329 / -0.326 Eh
Total energy: -68305.7979 eV
Multiplicity: 2

# 6
This record from the OMol25 dataset describes C22H20Al2B3Br10O24 as an isolated structure at a distorted geometry. The level of theory is ωB97M-V/def2-TZVPD.

Each line ends with the Mulliken charge.
Geometry (Å):
O1 2.33 0.47 -1.85  -0.56
Br1 2.71 -2.41 0.26  -0.42
O2 2.49 -0.31 1.12  -0.02
H1 5.18 0.01 -1.53  0.38
H2 -0.59 -2.90 -1.62  -0.18
H3 -0.39 -1.72 -2.80  -0.10
O3 -2.32 1.78 4.30  -0.79
H4 2.16 1.03 -4.20  0.71
C1 0.11 -2.60 -2.40  -0.33
H5 1.59 -1.57 -1.10  -0.31
C2 4.22 -1.87 -0.94  -0.49
O4 1.69 1.32 2.15  -0.64
O5 -4.17 -1.33 2.62  -0.64
H6 3.43 0.14 -1.28  -0.14
H7 -1.55 5.11 1.01  0.55
C3 0.60 0.03 3.82  0.71
Al1 2.95 -0.33 2.82  0.22
O6 0.09 0.19 -1.39  -1.07
O7 -0.56 1.58 2.63  0.51
Br2 -0.43 -0.59 -4.85  0.00
H8 -2.88 4.08 0.81  0.41
C4 4.35 -0.31 -0.90  0.41
H9 1.88 1.73 -2.60  -0.07
C5 1.38 0.23 -1.06  -0.92
B1 -1.56 0.87 3.42  0.77
C6 -2.83 -3.22 3.51  -0.09
C7 -2.86 0.15 0.25  -0.71
Br3 -2.60 0.69 -2.34  0.05
O8 -1.49 -1.40 -0.64  0.01
H10 -1.52 1.99 0.58  0.09
O9 1.36 -3.78 0.03  -0.45
C8 -3.83 0.87 2.77  1.89
C9 2.82 3.08 -3.99  -0.50
O10 -4.49 2.56 4.32  -0.48
Br4 -0.68 3.32 -1.37  -0.04
Br5 1.11 3.70 -4.69  -0.08
C10 -1.28 1.76 -3.33  -0.31
O11 -1.63 -3.61 3.36  -0.49
B2 -1.03 -2.71 2.35  0.84
C11 0.65 1.07 2.79  0.17
H11 0.37 0.49 -2.70  -0.41
H12 -0.06 2.95 1.09  0.23
Br6 -0.10 -4.05 -3.68  0.06
O12 -3.62 -3.80 4.30  -0.53
C12 -3.09 -1.97 2.66  1.42
O13 -1.77 0.73 0.23  -0.23
C13 -0.06 0.91 -3.61  0.34
H13 5.18 -2.37 -0.80  0.53
Br7 2.58 -1.63 -3.45  0.05
O14 -4.87 0.71 2.11  -0.46
C14 1.46 -0.15 0.47  0.85
C15 1.19 -2.39 2.13  0.94
Al2 -5.00 -0.93 0.99  0.62
H14 -1.76 2.08 -4.26  0.69
Br8 4.74 0.37 1.00  -0.01
O15 -3.56 -2.16 -0.06  -0.66
H15 3.46 3.14 -4.87  0.48
O16 -0.71 -0.11 4.15  -0.53
O17 0.23 -2.15 2.86  -0.31
O18 2.32 -1.93 2.20  -0.55
C16 -3.57 1.85 3.90  -0.43
H16 3.25 3.79 -3.28  0.44
H17 0.72 1.53 -4.05  0.08
H18 3.88 -2.16 -1.93  0.15
O19 -2.07 -1.74 1.99  0.22
O20 0.23 -0.53 0.88  0.46
C17 -2.65 -1.34 -0.17  0.81
C18 -1.01 2.96 0.56  -0.25
Br9 -1.86 3.68 3.10  -0.06
O21 -2.63 0.27 2.60  0.48
H19 -1.12 2.67 -2.74  -0.08
B3 -0.71 -0.23 -0.21  2.12
C19 2.58 1.68 -3.44  -0.33
O22 1.53 -0.62 4.29  -0.45
C20 0.73 -3.26 0.96  0.56
O23 -4.00 0.62 0.51  -0.67
O24 -0.57 -3.42 1.14  -0.44
C21 1.55 -2.32 -1.89  -0.95
H20 2.10 -3.17 -1.50  1.66
Br10 4.15 0.84 -2.67  -0.22
C22 -1.84 4.07 1.15  -0.53

Properties
Energy relative to the best compared isomer or geometry (same formula, charge and spin): 29.089 eV
Largest force on an atom: 0.3142 Eh/bohr
HOMO energy: -0.566 Eh
Total energy: -787874.0360 eV
Charge: +3

# 7
This record from the OMol25 dataset describes a 10-piece molecular cluster, C13H46N6O10 overall at a distorted geometry. The level of theory is ωB97M-V/def2-TZVPD.

Each line ends with the Mulliken charge.
Geometry (Å):
H1 -1.15 1.27 4.07  0.44
N1 2.92 -2.79 0.03  -0.18
H2 3.46 -1.55 -2.80  0.16
H3 -1.34 -0.31 0.27  -0.40
C1 -0.14 -0.27 -1.58  0.13
H4 5.05 -1.98 0.16  0.25
H5 -2.86 2.99 -0.90  0.58
N2 3.39 -0.77 -2.16  -0.38
H6 2.47 2.19 -2.02  0.01
O1 2.45 -1.51 2.04  -0.70
O2 -2.13 -0.20 2.96  -0.48
H7 -2.10 -0.76 3.70  0.22
O3 0.86 -1.07 -1.17  0.29
H8 3.68 -1.04 -1.18  0.42
H9 2.38 1.05 -0.74  0.48
H10 0.17 0.76 -1.61  -0.17
H11 1.74 -3.52 -2.28  -0.15
H12 1.07 1.39 2.56  0.39
H13 0.18 -4.29 -2.66  0.24
H14 -4.87 -0.06 0.73  0.18
C2 1.23 -4.50 -2.51  -0.20
H15 -4.56 3.74 0.49  0.43
C3 1.71 4.85 -1.97  -0.44
H16 -4.31 2.18 1.28  0.27
H17 3.63 4.83 -2.09  0.28
C4 3.03 0.41 -2.62  0.51
C5 -0.24 -3.07 1.52  0.10
O4 -5.26 -2.44 0.28  -0.79
H18 1.71 -0.82 -1.58  -0.24
H19 4.66 -0.54 1.08  0.23
O5 -0.06 -3.36 0.09  -0.52
H20 -2.05 2.07 0.33  -0.31
C6 -1.42 -0.47 -0.81  -0.92
H21 3.47 -3.09 -0.81  0.30
O6 -3.39 3.83 2.20  -0.57
N3 4.35 -1.32 0.54  -0.38
C7 -3.84 3.18 1.05  -0.50
O7 1.52 -5.39 -1.41  -0.57
H22 0.70 -5.47 -0.88  0.33
H23 -1.03 -3.81 1.83  0.36
H24 -2.96 1.54 3.73  0.18
C8 -1.95 1.15 3.37  -0.46
H25 1.71 5.74 -1.25  0.34
H26 1.38 5.25 -2.95  0.27
H27 0.20 1.78 0.96  -0.08
N4 2.67 1.29 -1.71  0.11
H28 0.34 0.04 1.63  -0.22
C9 0.59 3.83 -1.54  -0.68
H29 -1.87 1.74 2.46  -0.02
H30 -1.84 -1.51 -0.94  0.58
C10 0.83 1.01 1.54  0.05
O8 1.98 0.84 0.78  -0.68
H31 -2.67 -2.25 2.31  0.20
H32 1.71 -4.82 -3.46  0.35
H33 0.05 -2.53 -0.36  0.15
N5 -3.45 -2.58 1.71  -0.28
H34 1.99 -3.28 0.10  0.01
N6 -4.16 -0.65 1.23  -0.15
H35 -1.92 3.96 0.15  0.25
H36 -4.07 3.69 2.83  0.34
H37 0.88 3.37 -0.58  0.02
H38 -3.36 -0.26 1.73  0.21
H39 2.36 0.06 1.15  0.00
H40 0.68 -3.25 2.04  0.33
H41 -0.39 -0.57 -2.57  0.55
O9 2.96 4.18 -2.11  -0.51
H42 -2.23 0.19 -1.21  0.50
H43 -3.46 -3.59 1.38  0.22
H44 0.40 2.95 -2.26  0.22
O10 3.04 0.78 -3.95  -0.79
C11 -2.58 3.09 0.12  -0.51
C12 3.22 -1.90 0.87  0.31
H45 -0.58 -2.06 1.71  -0.52
H46 -0.32 4.32 -1.39  0.51
C13 -4.29 -1.89 1.04  0.48

Properties
Energy relative to the best compared isomer or geometry (same formula, charge and spin): 5.222 eV
Largest force on an atom: 0.1730 Eh/bohr
SMILES: NC(N)=O.NC(N)=O.NC(N)=O.CCO.CCO.CCO.CO.CO.CO.CO
HOMO energy: -0.322 Eh
Total energy: -43638.4404 eV

Repeat the first record exactly.
This record from the OMol25 dataset describes C3H5N3 as an isolated structure at a distorted geometry. The level of theory is ωB97M-V/def2-TZVPD.

Each line ends with the natural charge from an NBO analysis.
Geometry (Å):
N1 1.20 -0.95 1.42  -0.88
C1 0.53 0.12 -0.89  -0.06
C2 -1.08 -0.12 0.68  -0.06
H1 2.14 -1.00 1.01  0.32
H2 1.40 0.22 -1.50  0.23
H3 -1.68 -0.52 1.48  0.24
N2 -1.68 0.40 -0.41  -0.26
C3 0.39 -0.35 0.49  -0.09
H4 0.28 0.79 1.21  0.42
N3 -0.69 0.51 -1.31  -0.27
H5 -0.92 0.96 -2.18  0.42

Properties
Energy relative to the best compared isomer or geometry (same formula, charge and spin): 4.999 eV
Largest force on an atom: 0.0427 Eh/bohr
HOMO energy (alpha / beta): -0.259 / -0.259 Eh
Total energy: -7657.4561 eV